{"formula": "C43H70AsClCoN7O", "method": "ωB97M-V/def2-TZVPD", "spin_multiplicity": 2, "charge": 1, "s_squared": 1.238, "gap_ev": [6.611, 7.713], "de_lowest_kj_mol": 1.6, "species": ["Co", "C", "C", "C", "C", "C", "C", "C", "C", "C", "C", "N", "C", "C", "C", "C", "C", "N", "H", "H", "H", "H", "H", "H", "H", "H", "H", "H", "H", "H", "H", "H", "H", "H", "H", "C", "N", "C", "C", "C", "N", "C", "C", "H", "H", "H", "H", "H", "H", "H", "H", "H", "H", "H", "H", "H", "H", "H", "H", "C", "C", "As", "C", "C", "C", "C", "H", "H", "H", "H", "H", "H", "H", "H", "H", "H", "H", "H", "H", "H", "H", "C", "C", "C", "C", "C", "O", "C", "C", "C", "C", "C", "C", "Cl", "C", "C", "C", "N", "C", "N", "C", "N", "H", "H", "H", "H", "H", "H", "H", "H", "H", "H", "H", "H", "H", "H", "H", "H", "H", "H", "H", "H", "H", "H"], "coordinates": [[0.274, -1.174, 0.556], [4.058, -4.465, 0.269], [3.208, -4.069, 1.477], [3.943, -3.311, 2.557], [5.080, -3.887, 3.106], [5.720, -3.319, 4.193], [5.156, -2.208, 4.790], [4.008, -1.603, 4.286], [3.386, -0.530, 5.166], [4.230, 0.738, 5.315], [3.436, -2.113, 3.095], [2.310, -1.470, 2.504], [2.332, -0.186, 2.623], [1.236, 0.681, 2.352], [1.111, 2.000, 2.787], [-0.230, 2.350, 2.613], [-0.856, 1.241, 2.057], [0.005, 0.218, 1.899], [3.480, -5.064, -0.439], [4.907, -5.072, 0.579], [4.454, -3.596, -0.257], [2.820, -4.989, 1.931], [2.342, -3.478, 1.185], [5.457, -4.814, 2.692], [6.618, -3.766, 4.599], [5.594, -1.812, 5.700], [3.261, -0.972, 6.158], [2.392, -0.255, 4.820], [5.220, 0.508, 5.711], [3.747, 1.436, 6.000], [4.367, 1.249, 4.360], [3.231, 0.296, 3.016], [1.895, 2.603, 3.221], [-0.710, 3.278, 2.880], [-1.895, 1.155, 1.780], [3.368, -0.625, -0.237], [2.054, -0.745, -0.898], [1.928, 0.446, -1.746], [2.073, -1.954, -1.739], [0.686, -2.322, -2.201], [-0.201, -2.685, -1.077], [0.079, -4.067, -0.648], [-1.582, -2.686, -1.584], [4.165, -0.599, -0.989], [3.541, -1.448, 0.440], [3.401, 0.303, 0.332], [1.088, 0.354, -2.428], [1.789, 1.324, -1.117], [2.834, 0.584, -2.344], [2.502, -2.766, -1.156], [2.720, -1.805, -2.613], [0.745, -3.148, -2.921], [0.229, -1.477, -2.716], [-0.124, -4.765, -1.469], [-0.564, -4.320, 0.186], [1.114, -4.185, -0.341], [-1.684, -3.430, -2.382], [-1.848, -1.714, -1.985], [-2.271, -2.944, -0.780], [-1.985, -0.961, 4.553], [-1.065, -2.137, 4.248], [-1.050, -2.778, 2.399], [-0.525, -4.645, 2.812], [0.609, -4.809, 3.818], [-2.971, -3.233, 2.242], [-3.905, -2.176, 1.670], [-1.908, -0.700, 5.609], [-3.029, -1.209, 4.357], [-1.723, -0.079, 3.973], [-1.362, -3.004, 4.841], [-0.035, -1.901, 4.506], [-0.270, -5.149, 1.882], [-1.434, -5.116, 3.194], [1.482, -4.229, 3.544], [0.908, -5.856, 3.877], [0.308, -4.500, 4.819], [-3.274, -3.499, 3.256], [-3.031, -4.144, 1.642], [-3.786, -1.210, 2.164], [-4.945, -2.483, 1.788], [-3.736, -2.042, 0.605], [-5.485, 2.937, -4.589], [-4.380, 3.968, -4.301], [-3.528, 4.073, -5.574], [-5.057, 5.317, -4.028], [-3.564, 3.536, -3.036], [-4.552, 3.175, -2.077], [-2.733, 4.653, -2.362], [-1.707, 5.506, -3.129], [-0.356, 4.894, -3.409], [0.064, 4.590, -4.700], [1.343, 4.113, -4.953], [2.226, 3.951, -3.900], [3.850, 3.423, -4.217], [1.837, 4.244, -2.600], [0.550, 4.705, -2.365], [-2.708, 2.293, -3.381], [-2.284, 1.540, -2.202], [-1.047, 1.342, -1.732], [-1.070, 0.481, -0.721], [-2.390, 0.175, -0.636], [-3.155, 0.763, -1.519], [-6.093, 3.303, -5.418], [-6.129, 2.788, -3.727], [-5.084, 1.967, -4.889], [-4.193, 4.262, -6.418], [-2.988, 3.149, -5.794], [-2.814, 4.893, -5.548], [-5.749, 5.549, -4.839], [-4.335, 6.134, -3.967], [-5.624, 5.281, -3.098], [-4.145, 2.739, -1.320], [-2.231, 4.194, -1.500], [-3.473, 5.335, -1.943], [-1.528, 6.390, -2.513], [-2.141, 5.876, -4.055], [-0.607, 4.750, -5.536], [1.664, 3.901, -5.964], [2.545, 4.147, -1.787], [0.262, 4.965, -1.352], [-1.806, 2.577, -3.917], [-3.295, 1.611, -3.990], [-0.205, 1.919, -2.080], [-2.788, -0.478, 0.117]], "forces_ev_per_a": [[-1.19, -0.23, -0.33], [-0.05, 0.04, 0.05], [0.10, -0.02, -0.06], [-0.18, -0.01, -0.02], [0.08, -0.01, 0.03], [-0.02, 0.01, -0.02], [0.01, 0.01, -0.01], [0.00, -0.10, 0.09], [0.12, -0.04, 0.15], [-0.06, -0.02, 0.03], [0.06, -0.06, 0.17], [-0.10, 0.03, 0.16], [0.06, -0.15, -0.16], [-0.46, 0.15, 0.14], [0.17, -0.11, -0.01], [-0.21, -0.01, -0.04], [-0.10, 0.11, -0.09], [1.43, 0.05, 0.04], [-0.01, 0.02, -0.02], [0.02, 0.00, -0.04], [0.03, 0.04, 0.01], [-0.04, 0.06, -0.06], [-0.10, 0.02, -0.12], [0.01, 0.02, -0.03], [-0.03, -0.02, 0.02], [-0.01, 0.00, -0.01], [-0.02, 0.01, 0.00], [-0.07, -0.09, 0.18], [0.00, 0.02, -0.03], [0.03, 0.00, 0.00], [0.06, 0.01, 0.01], [-0.15, 0.11, -0.30], [0.00, -0.03, 0.02], [0.02, -0.01, -0.01], [0.01, 0.00, -0.05], [0.10, 0.13, -0.11], [0.04, -0.05, 0.44], [-0.16, 0.06, -0.05], [-0.06, 0.02, 0.00], [-0.02, 0.00, -0.10], [0.46, 0.18, 0.21], [0.10, -0.02, -0.16], [-0.11, 0.03, 0.09], [-0.03, 0.00, -0.02], [0.00, -0.19, 0.07], [-0.01, -0.02, -0.01], [0.08, -0.04, 0.06], [-0.03, 0.02, 0.02], [0.08, 0.00, -0.04], [0.06, -0.06, 0.07], [0.04, 0.02, 0.03], [-0.05, 0.00, 0.01], [-0.01, -0.01, -0.02], [0.02, 0.01, -0.01], [-0.05, -0.01, -0.06], [0.03, 0.03, 0.07], [0.00, -0.02, 0.02], [0.03, -0.01, -0.01], [0.01, 0.00, 0.00], [0.00, -0.07, -0.04], [-0.01, 0.18, 0.00], [-0.11, 0.00, 0.00], [0.19, 0.04, -0.02], [-0.09, 0.01, 0.07], [-0.01, 0.12, -0.12], [0.02, -0.02, 0.10], [-0.01, 0.00, -0.01], [0.00, 0.01, 0.01], [0.01, 0.01, 0.01], [0.02, -0.02, -0.01], [0.14, 0.04, 0.00], [-0.01, -0.04, 0.03], [-0.02, 0.02, -0.03], [0.17, 0.14, -0.02], [-0.02, 0.01, 0.01], [0.01, 0.00, -0.02], [0.04, -0.05, 0.01], [0.03, -0.03, 0.02], [-0.01, 0.00, -0.02], [0.00, 0.02, 0.01], [-0.06, -0.01, -0.09], [0.02, 0.03, 0.03], [-0.06, 0.03, -0.01], [0.00, 0.03, 0.04], [0.02, -0.03, -0.02], [0.10, 0.01, 0.03], [-0.09, 0.04, -0.07], [0.07, -0.06, -0.04], [-0.04, -0.06, 0.02], [-0.02, -0.06, 0.02], [-0.03, -0.03, -0.01], [0.02, 0.00, -0.02], [-0.04, 0.01, 0.02], [-0.03, -0.07, 0.05], [-0.01, -0.05, 0.03], [0.00, -0.02, 0.01], [-0.15, 0.21, 0.16], [0.23, -0.23, -0.23], [-0.16, 0.40, 0.26], [-0.02, -0.42, -0.48], [0.07, 0.13, 0.16], [-0.02, 0.14, 0.11], [0.02, -0.02, -0.01], [-0.01, 0.00, -0.01], [-0.02, 0.00, 0.00], [0.01, -0.01, 0.00], [-0.02, 0.01, -0.03], [-0.01, -0.05, -0.01], [0.02, 0.01, 0.00], [-0.04, 0.00, 0.00], [-0.01, 0.01, -0.02], [-0.02, -0.01, -0.03], [0.01, 0.02, 0.01], [0.00, -0.04, 0.05], [-0.04, 0.02, 0.00], [0.04, 0.05, 0.02], [0.01, 0.00, 0.02], [0.00, -0.01, 0.01], [0.00, -0.02, -0.01], [0.00, -0.01, -0.02], [0.04, 0.02, -0.01], [0.06, -0.06, 0.00], [-0.05, -0.09, -0.10], [-0.03, -0.09, 0.01]]}